# 1
A molecular structure, C35H35N17O2S3Sn, computed with ωB97M-V with the def2-TZVPD basis set.

```
93
Properties=species:S:1:pos:R:3
Sn 0.06309 0.83358 0.91789
N -0.08489 -1.59394 5.64020
C 0.58953 -1.40846 4.45321
S 1.71539 -0.12204 4.38298
N 0.29957 -2.32862 3.53656
N 0.68897 -2.02955 2.27085
C 0.68204 -3.01644 1.45674
C 1.00986 -2.84344 0.04121
C 1.10793 -3.96943 -0.78622
C 1.44812 -3.80274 -2.11637
C 1.68179 -2.52082 -2.59500
C 1.52679 -1.45699 -1.71758
N 1.19539 -1.60913 -0.44187
H -0.05300 -0.78564 6.23479
H -1.00301 -1.99959 5.51867
H 0.44342 -4.02254 1.80880
H 0.91729 -4.95362 -0.37635
H 1.51610 -4.66153 -2.77468
H 1.96172 -2.33747 -3.62402
H 1.67370 -0.42914 -2.04142
C -1.49556 -6.83085 -3.70653
O -0.77351 -5.72208 -4.18799
C -1.50175 -4.60962 -4.51558
C -2.88480 -4.57727 -4.59424
C -3.51760 -3.39032 -4.95406
C -2.79553 -2.23076 -5.18478
C -1.40014 -2.28128 -5.11152
C -0.76429 -3.46208 -4.79418
N -3.49307 -1.08661 -5.69004
N -3.23517 0.08526 -5.32121
C -2.46176 0.44161 -4.21015
C -1.74504 1.62861 -4.37576
C -0.86883 2.13743 -3.43927
C -0.70144 1.50790 -2.18214
O 0.07153 1.92400 -1.27746
C -1.55010 0.33166 -1.94396
N -1.49212 -0.17371 -0.69378
C -2.27849 -1.16575 -0.33866
C -3.23723 -1.68775 -1.21802
C -3.31786 -1.19119 -2.49035
C -2.42532 -0.18476 -2.92285
H -0.75684 -7.56919 -3.40378
H -2.13724 -7.26338 -4.48182
H -2.11151 -6.55940 -2.84385
H -3.48204 -5.45612 -4.39013
H -4.59712 -3.35854 -5.04593
H -0.82073 -1.38543 -5.29521
H 0.31470 -3.51463 -4.73727
H -1.88289 2.14143 -5.32205
H -0.31837 3.05129 -3.62213
H -2.18849 -1.51762 0.68338
H -3.92039 -2.45250 -0.87285
H -4.09031 -1.54621 -3.15812
S -2.06409 2.52803 0.96936
C -2.73202 1.62104 2.27628
S -1.89505 0.20727 2.78813
C -3.91170 2.02647 2.90517
C -4.49309 1.28334 3.96814
N -5.00160 0.71413 4.83649
C -4.60300 3.21044 2.53058
N -5.19592 4.16606 2.26343
N 5.42204 -1.06620 2.71700
C 4.62368 -0.59281 1.71130
N 3.33961 -0.95304 1.72625
N 5.19380 0.18674 0.79733
C 4.25762 0.71134 0.00622
N 3.29930 1.04613 -0.55964
H 5.12024 -1.89812 3.19297
H 6.40625 -0.98862 2.53227
H 2.89235 -1.24250 2.59006
H 2.67385 -0.47623 1.11816
C 0.46954 3.66267 3.34485
N 0.94272 4.96548 3.84860
C 0.75788 5.95611 2.78460
N 1.48556 5.61328 1.55684
C 0.99861 4.29740 1.10288
N 1.19595 3.26985 2.13128
C 2.62234 3.18495 2.43910
N 3.15148 4.47033 2.92870
C 2.37638 4.84750 4.11700
C 2.90366 5.47824 1.89324
H -0.59463 3.72158 3.11068
H 0.62490 2.89594 4.10677
H 1.11031 6.92910 3.14257
H -0.30635 6.02862 2.55230
H 1.53339 3.99993 0.19729
H -0.06390 4.36633 0.87406
H 3.16074 2.89153 1.53525
H 2.77167 2.42302 3.20521
H 2.74797 5.80897 4.48652
H 2.52812 4.08901 4.88831
H 3.45340 5.19737 0.99150
H 3.27748 6.44473 2.24687
```

Summary:
- HOMO (eV) = -2.53
- net charge = -2

=====

# 2
A molecular structure, C35H36BCl3FGeN4O5SeW, computed with ωB97M-V with the def2-TZVPD basis set.

```
88
Properties=species:S:1:pos:R:3
W -1.40452 -1.10869 0.76508
O 1.28402 -4.13330 2.58634
C 0.78850 -4.10298 3.83578
C 1.37260 -4.97996 4.75324
C 0.94268 -5.01724 6.06093
C -0.08349 -4.17873 6.49776
C -0.66156 -3.30812 5.60290
C -0.24420 -3.25272 4.26686
C -0.88603 -2.29588 3.36314
O -0.65302 -2.42010 2.07347
N -1.65782 -1.36010 3.80591
N -2.13346 -0.59665 2.74354
C -2.92679 0.35148 3.10990
C -3.54312 1.31223 2.22955
C -4.41441 2.28338 2.73361
C -4.99622 3.20795 1.89076
C -4.71712 3.17951 0.52443
C -3.85589 2.23331 0.00035
C -3.27876 1.31124 0.86152
O -2.44208 0.37896 0.37320
H 0.78270 -3.52243 2.01972
H 2.16659 -5.62365 4.39952
H 1.40757 -5.70826 6.75266
H -0.42255 -4.21325 7.52374
H -1.45860 -2.64559 5.91112
H -3.13113 0.42075 4.17367
H -4.62890 2.29598 3.79529
H -5.67189 3.95243 2.28870
H -5.18119 3.90007 -0.13575
H -3.63621 2.17825 -1.05875
C 3.05692 0.65311 3.28628
C 2.31390 0.89957 1.98765
C 3.28482 1.00562 0.82213
O 1.46547 -0.24754 1.72063
B 0.30746 0.21640 1.14922
O 0.23212 1.59381 1.15154
C 1.28245 2.06659 2.03577
C 0.64156 2.23698 3.40848
C 1.79306 3.39508 1.51668
H 3.76083 -0.16807 3.15151
H 2.37331 0.38596 4.08992
H 3.61993 1.54151 3.58086
H 3.84324 0.07249 0.74614
H 3.99190 1.82476 0.96203
H 2.74767 1.15792 -0.11437
H 0.26402 1.28360 3.78423
H -0.19865 2.92683 3.31681
H 1.34725 2.64270 4.13410
H 2.13774 3.31245 0.48742
H 2.61627 3.75669 2.13659
H 0.98879 4.13080 1.55453
C -1.09109 1.85880 -5.45269
N -1.08728 0.42880 -5.23971
C -2.10760 -0.29947 -4.72043
Se -3.75155 0.29051 -4.16879
N -1.66984 -1.57948 -4.64335
C -0.35240 -1.67342 -5.06238
C 0.53658 -2.73298 -5.11649
C 1.80798 -2.45817 -5.60055
C 2.17007 -1.17484 -6.01604
C 1.27805 -0.11422 -5.95198
C 0.01352 -0.39048 -5.46142
H -2.06960 2.23813 -5.17062
H -0.32231 2.32380 -4.83289
H -0.89956 2.08057 -6.50266
H -2.21964 -2.31986 -4.22766
H 0.25327 -3.72407 -4.78902
H 2.53462 -3.25739 -5.65816
H 3.17136 -1.00190 -6.38730
H 1.56473 0.88430 -6.25347
F 4.65975 2.31808 -2.96399
C 3.40497 1.88636 -2.72770
C 3.12459 0.53712 -2.86540
C 1.83704 0.10069 -2.63372
C 0.81405 1.00386 -2.25846
C -0.51265 0.57110 -2.08293
C 1.16097 2.36740 -2.10342
C 2.44419 2.81075 -2.34696
H 3.91134 -0.14628 -3.15515
H 1.59457 -0.94938 -2.74391
H -0.79160 -0.43232 -2.36755
H -1.29680 1.27241 -1.83743
H 0.39700 3.06742 -1.78710
H 2.71874 3.85196 -2.24104
Cl -3.61340 -2.75650 0.89084
Ge -3.29996 -1.86931 -1.22551
Cl -0.07514 -2.45786 -0.65055
Cl -2.82275 -3.77933 -2.30075
```

Summary:
- HOMO (spin up / spin down) (eV) = -7.27 / -7.50
- spin multiplicity = 2

=====

# 3
A molecular structure, C35H36BrCoN11O2Si, computed with ωB97M-V with the def2-TZVPD basis set.

```
87
Properties=species:S:1:pos:R:3
Co -0.08389 0.26362 -0.65540
C -0.88608 3.51466 1.30161
C -1.32740 2.18366 1.82145
C -2.12053 2.08419 2.99152
C -2.48952 0.84714 3.47191
C -2.06207 -0.29753 2.81152
C -1.25106 -0.14941 1.66979
N -0.93374 1.10257 1.19180
N -0.73299 -1.12126 0.92490
Si -1.37959 -2.81801 0.86134
C -0.54307 -3.64235 -0.56161
C -3.21343 -2.72005 0.61659
C -0.91783 -3.64515 2.46685
H -0.19920 3.97615 2.01444
H -1.72853 4.19532 1.17651
H -0.36270 3.39948 0.35485
H -2.43181 2.98871 3.49604
H -3.10495 0.76697 4.35731
H -2.32502 -1.28233 3.16377
H -0.53837 -2.99478 -1.43940
H -1.11775 -4.53620 -0.81665
H 0.47237 -3.97069 -0.34078
H -3.44632 -2.68953 -0.44793
H -3.66658 -1.83615 1.06528
H -3.68701 -3.60225 1.05254
H 0.05743 -3.32800 2.83762
H -0.86798 -4.72321 2.29973
H -1.65201 -3.47771 3.25506
N 2.40606 -1.94536 -1.03033
C 2.31826 -1.17017 -2.12163
N 3.23093 -1.34371 -3.07082
C 3.10746 -0.53129 -4.12123
N 3.99427 -0.65751 -5.11297
N 2.16532 0.42986 -4.26689
C 1.31921 0.49979 -3.26618
N 1.32106 -0.26226 -2.16971
C 0.24416 1.52937 -3.33001
C -0.14362 2.07412 -4.54000
C -1.20725 2.95974 -4.54895
C -1.83216 3.26887 -3.35280
C -1.36074 2.68982 -2.18788
N -0.33352 1.84011 -2.16460
H 3.04401 -2.72151 -1.06170
H 1.67614 -1.93263 -0.33835
H 4.68534 -1.38488 -5.06927
H 3.89647 -0.09345 -5.93755
H 0.36782 1.77590 -5.44128
H -1.55711 3.38647 -5.47858
H -2.68035 3.93661 -3.31284
H -1.83434 2.89926 -1.23778
C 3.37381 2.79322 0.55878
C 2.48576 2.01242 -0.15597
N 1.81547 0.99674 0.39628
C 2.04448 0.71462 1.67491
C 2.92089 1.43298 2.47851
C 3.57705 2.51082 1.90059
C 3.07936 1.11384 3.91604
C 3.54546 -0.00108 4.47376
C 4.14069 -1.18461 3.82342
C 4.79399 -2.13044 4.60245
C 5.37581 -3.20075 3.94942
N 5.33765 -3.33267 2.62520
C 4.69326 -2.36887 1.97744
N 4.07962 -1.31358 2.49397
H 3.88665 3.61249 0.07606
H 2.28511 2.20605 -1.20217
H 1.49542 -0.11962 2.09260
H 4.25247 3.11613 2.49149
H 2.78549 1.90592 4.59773
H 3.56891 -0.03239 5.55696
H 4.84976 -2.03574 5.67763
H 5.89424 -3.97513 4.50194
H 4.66887 -2.45104 0.89751
Br -8.12234 1.57465 -1.13439
C -6.37327 0.99526 -1.54486
C -5.41875 0.95739 -0.53966
C -4.14048 0.52007 -0.84852
C -3.80622 0.14006 -2.14322
C -4.77917 0.19141 -3.13425
C -6.06743 0.61140 -2.84188
C -2.40934 -0.29538 -2.49456
O -2.06873 -0.38746 -3.66262
O -1.65160 -0.57961 -1.48154
H -5.67873 1.25843 0.46545
H -3.38645 0.46458 -0.07376
H -4.50816 -0.09667 -4.14103
H -6.82731 0.64162 -3.60908
```

Summary:
- HOMO (spin up / spin down) (eV) = -10.71 / -10.70
- spin multiplicity = 5
- net charge = +1

=====

# 4
A molecular structure, C35H36CaN4O2Si, computed with ωB97M-V with the def2-TZVPD basis set.

```
79
Properties=species:S:1:pos:R:3
Ca 1.30563 0.28883 0.99560
O 0.28438 4.45976 1.80353
C 0.30357 3.26692 1.56078
N 1.06380 2.59413 0.64673
C 2.10747 3.19147 -0.00292
O 2.50658 4.33773 0.07652
C 2.84743 2.18192 -0.97008
C 4.04346 2.84495 -1.60630
C 5.07284 2.08058 -2.00274
C 5.12167 0.67930 -1.68147
C 4.23216 0.25604 -0.72312
N 3.20165 0.95040 -0.23327
C -0.67311 2.31058 2.34943
C -1.31021 3.05250 3.50318
C -1.77007 2.34418 4.54635
C -1.50491 0.93387 4.65449
C -0.52349 0.44652 3.82442
N 0.03862 1.09201 2.79856
H 4.02225 3.91976 -1.71044
H 5.92331 2.54706 -2.49447
H 5.95551 0.05447 -1.97017
H 4.38080 -0.71715 -0.25292
H -1.37709 4.12779 3.42912
H -2.27243 2.85933 5.36186
H -1.85941 0.34584 5.49006
H -0.09854 -0.53858 4.02537
C 1.83230 1.81608 -1.99524
C 0.93834 1.50617 -2.74204
C -0.14881 1.10385 -3.57972
C -1.29621 1.90115 -3.66589
C -2.37132 1.51068 -4.44660
C -2.32347 0.31801 -5.15686
C -1.18707 -0.47945 -5.08026
C -0.10797 -0.09177 -4.30220
H -1.32939 2.81951 -3.09302
H -3.25858 2.13309 -4.48522
H -3.16856 0.00727 -5.75913
H -1.14378 -1.41461 -5.62573
H 0.77465 -0.71283 -4.23015
C -3.45003 -0.07233 -1.02964
C -3.76126 1.19441 -0.22394
C -4.99417 0.94490 0.65757
C -4.04406 2.35495 -1.18524
C -2.62529 1.54665 0.64670
C -1.73989 1.88397 1.39211
H -4.31079 -0.34246 -1.65030
H -3.22692 -0.90383 -0.36089
H -2.58758 0.08006 -1.68369
H -5.85967 0.69712 0.03470
H -5.22556 1.83077 1.25056
H -4.80656 0.11982 1.34595
H -4.89520 2.11148 -1.82889
H -3.17258 2.54883 -1.81453
H -4.26954 3.26562 -0.62897
C -0.15521 -4.55222 -0.26694
Si -0.14385 -2.74527 0.29830
C -0.36891 -1.68941 -1.24983
C -1.68594 -2.52267 1.35665
N 1.22162 -2.16285 1.10305
C 2.26934 -2.74703 1.73465
C 2.92654 -2.08130 2.80113
C 4.03270 -2.61225 3.43826
C 4.54790 -3.85118 3.07143
C 3.91666 -4.53674 2.03842
C 2.81698 -4.00849 1.38630
H -1.12757 -4.79008 -0.70919
H 0.00821 -5.23116 0.57370
H 0.61444 -4.74992 -1.01718
H -1.22195 -2.00623 -1.85661
H 0.52974 -1.74391 -1.86947
H -0.54199 -0.63050 -1.02167
H -2.59690 -2.82483 0.82906
H -1.79606 -1.47599 1.65935
H -1.61024 -3.11660 2.27188
H 2.52317 -1.13316 3.14944
H 4.49475 -2.04923 4.24212
H 5.41535 -4.26559 3.56985
H 4.29822 -5.50315 1.72268
H 2.37005 -4.55761 0.56709
```

Summary:
- HOMO (eV) = -1.22
- net charge = -2

=====

Looking at DFT total energy for the records above, in order, we have -104629.127; -217732.884; -172912.643; -73252.615 eV.